Entry 1:
DFT (ωB97M-V with the def2-TZVPD basis set) results for one molecule with the formula C4H9NS in a non-equilibrium geometry.

Output
* spin multiplicity: 1
* SMILES string: SCCN1CC1
* DFT total energy: -16617.6451 eV

Element x y z (Å)
C1 -0.087 0.909 -0.640
C2 -0.010 -0.060 0.586
C3 -0.704 -2.284 -0.229
C4 -0.791 -2.238 1.256
H1 2.191 1.533 -0.896
H2 -0.965 1.512 -0.648
H3 -0.017 0.347 -1.584
H4 -0.100 0.590 1.441
H5 0.999 -0.487 0.707
H6 -1.550 -2.715 -0.800
H7 0.244 -2.207 -0.769
H8 0.136 -2.277 1.812
H9 -1.631 -2.834 1.712
N1 -1.076 -1.047 0.557
S1 1.111 2.244 -0.669

Electronic structure analysis, natural (NBO) charges in units of e: C -0.520; C -0.236; C -0.285; C -0.246; H 0.106; H 0.225; H 0.212; H 0.205; H 0.166; H 0.209; H 0.196; H 0.190; H 0.205; N -0.401; S -0.023



Entry 2:
DFT (ωB97M-V with the def2-TZVPD basis set) results for a 7-piece molecular cluster, C22H32Cl6O15 overall in a non-equilibrium geometry.

Output
* spin multiplicity: 1
* SMILES string: C[C@H]1COC(=O)O1.C[C@H]1COC(=O)O1.C[C@H]1COC(=O)O1.C[C@H]1COC(=O)O1.C[C@H]1COC(=O)O1.ClC(Cl)Cl.ClC(Cl)Cl
* DFT total energy: -129180.4121 eV

Element x y z (Å)
C1 9.638 7.831 7.949
C2 9.440 8.254 9.378
C3 10.529 7.518 10.275
O1 11.414 8.569 10.614
C4 10.945 9.780 10.187
O2 11.574 10.767 10.377
O3 9.794 9.615 9.581
H1 10.708 7.757 7.761
H2 9.237 8.604 7.189
H3 9.227 6.849 7.718
H4 8.430 8.153 9.641
H5 11.030 6.708 9.784
H6 10.129 7.137 11.205
C5 8.066 8.681 15.745
C6 9.229 8.212 14.901
C7 10.601 8.788 15.153
O4 11.486 7.655 15.144
C8 10.724 6.492 15.256
O5 11.153 5.421 15.338
O6 9.411 6.773 15.226
H7 7.118 8.018 15.660
H8 7.770 9.706 15.508
H9 8.467 8.646 16.798
H10 9.035 8.337 13.814
H11 10.605 9.213 16.145
H12 10.977 9.528 14.442
C9 13.798 10.491 13.020
C10 14.767 11.313 12.181
C11 14.841 12.831 12.235
O7 16.231 13.090 12.238
C12 16.939 12.021 12.545
O8 18.128 12.029 12.802
O9 16.167 10.886 12.490
H13 14.013 9.439 12.970
H14 12.778 10.571 12.586
H15 13.876 10.735 14.084
H16 14.617 11.017 11.140
H17 14.471 13.420 13.061
H18 14.477 13.346 11.323
C13 13.020 13.148 18.575
C14 12.290 13.614 17.301
C15 13.248 14.163 16.266
O10 12.771 13.623 15.006
C16 11.826 12.673 15.283
O11 11.249 12.096 14.453
O12 11.580 12.578 16.666
H19 13.756 12.441 18.200
H20 12.361 12.605 19.262
H21 13.550 13.998 18.979
H22 11.539 14.318 17.659
H23 14.199 13.649 16.477
H24 13.293 15.233 16.147
C17 9.159 17.882 13.371
C18 8.703 17.782 14.792
C19 7.836 16.545 15.082
O13 8.645 15.741 15.954
C20 9.715 16.413 16.346
O14 10.508 15.997 17.101
O15 9.791 17.596 15.736
H25 8.304 18.089 12.748
H26 9.604 16.911 12.993
H27 9.876 18.701 13.172
H28 8.128 18.679 15.079
H29 7.653 15.876 14.260
H30 6.918 16.811 15.634
C21 6.865 10.854 12.370
Cl1 6.032 10.181 10.935
Cl2 8.533 10.302 12.570
Cl3 5.968 10.409 13.868
H31 6.896 11.951 12.355
C22 9.861 13.457 11.908
Cl4 8.850 13.235 10.441
Cl5 8.840 13.968 13.156
Cl6 11.102 14.709 11.581
H32 10.325 12.512 12.082

Electronic structure analysis, Mulliken charges in units of e: C -1.464; C 0.491; C -0.472; O -0.317; C 0.651; O -0.499; O -0.310; H 0.364; H 0.275; H 0.403; H 0.402; H 0.351; H 0.175; C -1.271; C 0.980; C 0.669; O -0.379; C 0.550; O -0.505; O -0.443; H 0.266; H 0.186; H 0.374; H -0.119; H 0.183; H -0.467; C -0.771; C 0.527; C -0.002; O -0.385; C 0.571; O -0.581; O -0.420; H 0.496; H -0.087; H 0.260; H 0.178; H 0.017; H 0.156; C -1.637; C 0.645; C -0.389; O -0.121; C 0.261; O -0.052; O -0.342; H 0.397; H 0.356; H 0.384; H 0.122; H 0.324; H 0.286; C -1.113; C 0.573; C -0.298; O -0.337; C 0.649; O -0.572; O -0.368; H 0.367; H 0.084; H 0.359; H 0.259; H 0.085; H 0.274; C 0.055; Cl -0.136; Cl 0.023; Cl -0.146; H 0.129; C 0.679; Cl -0.120; Cl -0.107; Cl -0.186; H -0.419



Entry 3:
DFT (ωB97M-V with the def2-TZVPD basis set) results for a 7-piece molecular cluster, C61H72ClF9N9O2P overall in a non-equilibrium geometry.

Output
* spin multiplicity: 1
* SMILES string: CCCCCCc1c(C[C@@H](C)F)c(P(C)CC)c(CC(=O)Cl)c2nc(CCOCC(F)(F)C(F)(F)C(F)(F)C(F)F)c(CNC)nc12.c1ccncc1.c1ccncc1.c1ccncc1.c1ccncc1.c1ccncc1.c1ccncc1
* DFT total energy: -128174.2968 eV

Element x y z (Å)
C1 6.927 5.251 0.334
C2 5.489 6.073 0.242
C3 4.233 5.198 0.887
C4 3.601 4.281 -0.359
C5 2.754 2.992 0.283
C6 2.406 1.945 -0.931
C7 2.145 0.383 -0.412
C8 3.466 -0.481 0.031
C9 5.014 0.148 0.028
C10 5.481 0.254 1.628
C11 6.322 1.617 1.975
F1 4.239 0.289 2.451
C12 3.266 -2.045 0.526
P1 4.782 -3.132 1.087
C13 4.431 -3.538 2.933
C14 4.888 -4.728 0.019
C15 6.153 -5.720 0.482
C16 1.719 -2.645 0.520
C17 1.424 -4.214 0.996
C18 0.974 -5.058 -0.350
O1 0.117 -6.085 -0.189
Cl1 1.587 -4.633 -2.077
C19 0.395 -1.744 0.090
N1 -0.952 -2.404 0.134
C20 -2.080 -1.483 -0.242
C21 -3.611 -2.144 -0.162
C22 -4.398 -2.154 -1.599
O2 -5.822 -1.914 -1.318
C23 -6.376 -0.810 -2.116
C24 -7.881 -0.463 -1.566
F2 -8.379 -1.698 -0.867
F3 -8.839 -0.256 -2.711
C25 -7.984 0.870 -0.615
F4 -7.092 2.001 -1.061
F5 -9.386 1.400 -0.804
C26 -7.850 0.550 1.000
F6 -6.736 -0.394 1.266
F7 -9.149 -0.073 1.455
C27 -7.654 1.893 1.935
F8 -6.747 1.476 3.069
F9 -8.941 2.322 2.589
C28 -1.816 0.066 -0.664
C29 -3.162 0.986 -1.040
N2 -4.180 1.041 0.077
C30 -4.304 2.466 0.582
N3 -0.494 0.776 -0.779
C31 0.577 -0.198 -0.377
H1 6.780 4.272 0.967
H2 7.331 4.937 -0.720
H3 7.769 5.877 0.877
H4 5.652 7.069 0.852
H5 5.250 6.259 -0.891
H6 3.411 5.900 1.344
H7 4.614 4.508 1.772
H8 2.916 5.007 -0.971
H9 4.530 3.872 -0.964
H10 3.485 2.489 1.048
H11 1.732 3.343 0.740
H12 3.369 1.870 -1.632
H13 1.529 2.291 -1.640
H14 5.746 -0.529 -0.585
H15 5.054 1.242 -0.393
H16 6.148 -0.667 1.902
H17 7.322 1.746 1.356
H18 6.570 1.592 3.142
H19 5.640 2.564 1.808
H20 4.404 -4.715 3.111
H21 5.164 -2.990 3.680
H22 3.343 -3.147 3.204
H23 3.904 -5.371 0.053
H24 5.015 -4.382 -1.109
H25 6.696 -5.297 1.439
H26 5.696 -6.776 0.729
H27 6.897 -5.868 -0.438
H28 2.374 -4.718 1.461
H29 0.597 -4.208 1.831
H30 -3.501 -3.284 0.171
H31 -4.262 -1.641 0.701
H32 -4.324 -3.271 -2.014
H33 -3.933 -1.476 -2.431
H34 -6.488 -1.192 -3.239
H35 -5.713 0.152 -2.167
H36 -7.189 2.806 1.366
H37 -3.593 0.648 -2.084
H38 -2.797 2.111 -1.205
H39 -3.847 0.490 0.925
H40 -3.251 2.976 0.756
H41 -5.019 3.136 -0.064
H42 -4.817 2.386 1.656
N4 -2.892 2.609 3.875
C32 -2.315 3.322 4.867
C33 -2.870 3.480 6.127
C34 -4.095 2.874 6.387
C35 -4.715 2.134 5.385
C36 -4.080 2.031 4.158
H43 -1.362 3.779 4.614
H44 -2.361 4.062 6.886
H45 -4.562 2.976 7.362
H46 -5.670 1.650 5.556
H47 -4.522 1.461 3.345
N5 -4.901 -3.204 -5.318
C37 -5.701 -4.290 -5.239
C38 -5.387 -5.520 -5.794
C39 -4.181 -5.646 -6.477
C40 -3.337 -4.545 -6.577
C41 -3.736 -3.357 -5.985
H48 -6.631 -4.141 -4.699
H49 -6.066 -6.359 -5.698
H50 -3.902 -6.594 -6.927
H51 -2.391 -4.610 -7.102
H52 -3.110 -2.470 -6.032
N6 6.636 7.803 -2.601
C42 5.669 8.698 -2.899
C43 5.355 9.093 -4.189
C44 6.078 8.541 -5.241
C45 7.082 7.618 -4.967
C46 7.320 7.282 -3.643
H53 5.134 9.102 -2.044
H54 4.565 9.814 -4.370
H55 5.862 8.827 -6.266
H56 7.664 7.170 -5.764
H57 8.091 6.564 -3.378
N7 -3.401 -5.528 3.044
C47 -4.201 -6.614 3.123
C48 -3.887 -7.844 2.567
C49 -2.681 -7.970 1.885
C50 -1.837 -6.869 1.785
C51 -2.236 -5.681 2.377
H58 -5.131 -6.465 3.662
H59 -4.566 -8.684 2.663
H60 -2.402 -8.918 1.435
H61 -0.891 -6.934 1.259
H62 -1.610 -4.795 2.329
N8 -1.892 -0.124 -6.529
C52 -1.563 0.778 -7.479
C53 -1.206 2.089 -7.205
C54 -1.188 2.503 -5.878
C55 -1.524 1.597 -4.877
C56 -1.864 0.307 -5.249
H63 -1.595 0.408 -8.499
H64 -0.948 2.770 -8.008
H65 -0.915 3.524 -5.625
H66 -1.520 1.889 -3.833
H67 -2.130 -0.438 -4.504
N9 4.696 -0.263 6.314
C57 3.575 -0.440 5.580
C58 2.617 -1.402 5.856
C59 2.820 -2.239 6.949
C60 3.966 -2.083 7.722
C61 4.865 -1.089 7.369
H68 3.464 0.236 4.737
H69 1.734 -1.497 5.235
H70 2.092 -3.005 7.195
H71 4.154 -2.719 8.579
H72 5.773 -0.926 7.944

Atom charges from the Mulliken analysis, given in e for atoms 1 to 99: C -0.469; C -0.193; C -0.486; C -0.620; C 0.192; C -1.051; C 0.183; C 0.021; C -0.729; C 0.274; C -0.599; F -0.276; C 0.219; P -0.136; C -0.738; C 0.050; C -0.900; C -0.141; C -0.019; C 0.254; O -0.575; Cl -0.142; C -0.026; N -0.148; C -0.029; C -0.340; C -0.034; O -0.392; C 0.024; C 0.611; F -0.277; F -0.331; C 0.516; F -0.255; F -0.315; C 0.689; F -0.184; F -0.292; C 0.129; F -0.242; F -0.294; C 0.564; C -0.821; N 0.411; C -0.423; N -0.310; C 0.167; H -0.082; H 0.156; H 0.305; H 0.368; H -0.024; H 0.322; H 0.237; H 0.273; H 0.228; H -0.273; H 0.379; H 0.289; H 0.319; H 0.383; H 0.083; H 0.270; H 0.324; H 0.325; H -0.285; H 0.353; H 0.363; H 0.075; H -0.011; H 0.340; H 0.264; H 0.290; H 0.265; H 0.108; H 0.124; H 0.207; H 0.140; H 0.371; H -0.176; H 0.323; H -0.141; H 0.191; H -0.001; H 0.311; H 0.122; H 0.355; H 0.182; H -0.300; N -0.253; C -0.280; C -0.419; C -0.196; C -0.891; C 0.204; H 0.367; H 0.365; H 0.366; H 0.386



For each record above, in turn, the calculated frontier orbital gap values are 10.086, 10.475, 6.814 eV.